{"formula": "C44H97N5O10", "method": "the ωB97M-V functional and the def2-TZVPD basis", "charge": 2, "orbital_gap_ev": 4.05, "symbols": ["C", "C", "C", "N", "C", "C", "C", "C", "C", "C", "H", "H", "H", "H", "H", "H", "H", "H", "H", "H", "H", "H", "H", "H", "H", "H", "H", "H", "H", "H", "C", "C", "C", "N", "C", "C", "C", "C", "C", "C", "H", "H", "H", "H", "H", "H", "H", "H", "H", "H", "H", "H", "H", "H", "H", "H", "H", "H", "H", "H", "C", "C", "C", "N", "C", "C", "C", "C", "C", "C", "H", "H", "H", "H", "H", "H", "H", "H", "H", "H", "H", "H", "H", "H", "H", "H", "H", "H", "H", "H", "C", "C", "C", "N", "C", "C", "C", "C", "C", "C", "H", "H", "H", "H", "H", "H", "H", "H", "H", "H", "H", "H", "H", "H", "H", "H", "H", "H", "H", "H", "C", "N", "C", "C", "C", "C", "O", "H", "H", "H", "H", "H", "H", "H", "H", "H", "H", "H", "H", "H", "H", "O", "C", "O", "O", "H", "O", "C", "O", "O", "H", "O", "C", "O", "O", "H"], "coordinates": [[-2.112, 4.790, 3.584], [-1.276, 5.987, 3.810], [0.152, 6.078, 3.204], [1.207, 7.077, 3.605], [1.852, 6.486, 4.890], [2.775, 7.465, 5.488], [2.126, 8.825, 5.662], [1.607, 9.442, 4.359], [0.517, 8.471, 3.840], [2.230, 7.158, 2.405], [-3.178, 5.013, 3.612], [-1.967, 4.115, 4.427], [-1.768, 4.207, 2.730], [-1.239, 6.202, 4.877], [-1.776, 6.773, 3.245], [-0.025, 6.225, 2.139], [0.638, 5.106, 3.287], [1.012, 6.314, 5.563], [2.324, 5.534, 4.646], [2.902, 7.012, 6.471], [3.686, 7.642, 4.916], [1.378, 8.927, 6.448], [2.860, 9.506, 6.092], [1.136, 10.360, 4.712], [2.352, 9.815, 3.656], [-0.150, 8.198, 4.658], [-0.062, 8.750, 2.960], [3.135, 7.666, 2.738], [1.777, 7.756, 1.615], [2.412, 6.118, 2.135], [2.769, 5.174, -3.328], [4.282, 5.109, -3.624], [4.879, 3.731, -3.489], [6.463, 3.727, -3.345], [6.897, 2.256, -3.533], [8.448, 2.215, -3.783], [8.973, 3.021, -4.970], [8.541, 4.480, -4.736], [7.038, 4.682, -4.477], [7.025, 4.379, -2.014], [2.413, 5.982, -2.688], [2.582, 4.254, -2.774], [2.074, 4.977, -4.145], [4.683, 5.688, -2.793], [4.453, 5.713, -4.515], [4.573, 3.151, -4.359], [4.493, 3.286, -2.572], [6.370, 1.951, -4.438], [6.626, 1.588, -2.716], [8.912, 1.231, -3.844], [8.933, 2.524, -2.857], [8.495, 2.661, -5.881], [10.040, 2.876, -5.139], [8.878, 5.181, -5.500], [8.973, 4.844, -3.804], [6.429, 4.498, -5.362], [6.920, 5.751, -4.297], [6.648, 3.800, -1.170], [6.648, 5.401, -2.059], [8.113, 4.407, -1.969], [-0.387, 0.535, -9.044], [-1.100, -0.690, -8.557], [-0.227, -2.034, -8.592], [0.253, -2.538, -7.257], [1.241, -3.643, -7.476], [2.101, -3.997, -6.288], [2.763, -2.834, -5.510], [1.793, -1.750, -5.187], [0.965, -1.331, -6.494], [-0.909, -3.040, -6.337], [0.186, 0.396, -9.961], [0.246, 0.963, -8.267], [-1.058, 1.374, -9.226], [-1.986, -0.887, -9.162], [-1.454, -0.487, -7.546], [0.573, -1.940, -9.327], [-0.863, -2.833, -8.973], [1.958, -3.335, -8.238], [0.673, -4.525, -7.772], [2.745, -4.793, -6.658], [1.436, -4.535, -5.612], [3.500, -2.388, -6.179], [3.327, -3.274, -4.688], [2.289, -0.844, -4.837], [1.081, -2.095, -4.437], [1.509, -0.752, -7.240], [0.132, -0.691, -6.203], [-0.430, -3.443, -5.444], [-1.172, -3.939, -6.895], [-1.642, -2.260, -6.136], [-6.483, -3.893, 7.595], [-6.913, -2.902, 6.395], [-7.318, -3.777, 5.216], [-8.160, -2.987, 4.161], [-9.387, -2.258, 4.759], [-10.339, -3.281, 5.406], [-10.892, -4.215, 4.274], [-9.711, -5.009, 3.710], [-8.623, -3.999, 3.099], [-7.295, -1.863, 3.545], [-6.140, -3.262, 8.416], [-5.599, -4.509, 7.433], [-7.276, -4.461, 8.081], [-5.980, -2.363, 6.227], [-7.613, -2.282, 6.955], [-7.917, -4.621, 5.558], [-6.464, -4.161, 4.659], [-9.094, -1.470, 5.454], [-9.903, -1.978, 3.841], [-9.874, -3.758, 6.269], [-11.098, -2.634, 5.846], [-11.688, -4.819, 4.710], [-11.424, -3.575, 3.570], [-9.426, -5.698, 4.505], [-10.103, -5.655, 2.925], [-7.844, -4.659, 2.719], [-9.165, -3.511, 2.290], [-7.310, -1.081, 4.305], [-7.756, -1.386, 2.680], [-6.279, -2.233, 3.414], [0.339, -7.889, 3.259], [0.683, -6.918, 2.141], [1.195, -7.811, 0.993], [-0.548, -6.294, 1.530], [1.770, -5.885, 2.470], [2.991, -6.441, 3.295], [2.693, -6.695, 4.660], [-0.600, -8.423, 3.111], [0.210, -7.399, 4.224], [1.144, -8.624, 3.282], [1.437, -7.232, 0.102], [0.327, -8.451, 0.837], [1.986, -8.430, 1.416], [-1.055, -5.809, 2.364], [-1.318, -7.006, 1.232], [-0.422, -5.509, 0.784], [1.375, -5.077, 3.086], [2.220, -5.477, 1.565], [3.892, -5.845, 3.148], [3.368, -7.362, 2.849], [3.507, -6.984, 5.079], [-5.304, -3.728, -3.190], [-5.785, -4.956, -3.131], [-6.921, -5.236, -3.617], [-5.124, -5.838, -2.482], [-4.469, -3.703, -2.718], [0.245, 0.182, 0.047], [-0.805, -0.551, 0.458], [-1.674, -0.915, -0.329], [-0.872, -0.765, 1.683], [0.548, 0.128, 0.956], [4.192, 0.130, 3.669], [5.027, 0.609, 2.795], [4.541, 1.623, 2.347], [6.146, 0.185, 2.578], [3.497, 0.752, 3.439]]}

---

{"formula": "C3H7N5O", "method": "the ωB97M-V functional and the def2-TZVPD basis", "de_lowest_kj_mol": 414.91, "smiles": "N/N=C1/NN=C[C@H](O)N1", "orbital_gap_ev": 9.17, "symbols": ["C", "C", "C", "H", "H", "H", "H", "H", "H", "H", "N", "N", "N", "N", "N", "O"], "coordinates": [[0.800, 0.264, -0.493], [-0.496, -1.271, 1.391], [-1.201, 0.095, 1.028], [1.291, 2.177, -2.768], [1.522, 2.922, -1.122], [2.022, -1.450, -0.404], [-1.307, -1.829, 2.021], [-1.231, 0.941, 1.761], [-2.659, -0.940, -0.175], [-0.843, 1.479, -0.312], [0.976, 2.038, -1.614], [1.652, 0.969, -1.189], [1.263, -0.956, -0.078], [0.502, -1.779, 0.762], [-0.543, 0.532, -0.186], [-2.546, -0.432, 0.697]]}

---

{"formula": "C6H10O3", "method": "the ωB97M-V functional and the def2-TZVPD basis", "de_lowest_kj_mol": 662.44, "orbital_gap_ev": [9.02, 7.66], "symbols": ["C", "C", "C", "C", "C", "C", "O", "O", "O", "H", "H", "H", "H", "H", "H", "H", "H", "H", "H"], "coordinates": [[0.085, 0.310, -0.086], [1.245, 0.970, -0.754], [-0.793, -1.328, -1.569], [0.950, 0.045, 2.270], [-1.719, -0.837, -2.373], [0.406, 0.985, 3.000], [0.139, -0.797, 0.511], [-0.972, 1.111, 0.060], [-0.249, -2.552, -1.623], [-1.693, 0.583, 0.441], [0.166, -2.740, -0.771], [1.736, -0.663, 2.497], [2.177, 0.548, -0.390], [1.169, 0.781, -1.828], [1.235, 2.048, -0.603], [-2.196, -1.459, -3.130], [-2.007, 0.203, -2.322], [0.692, 1.144, 4.043], [-0.373, 1.646, 2.628]]}

---

{"formula": "C14H28N2O", "method": "the ωB97M-V functional and the def2-TZVPD basis", "de_lowest_kj_mol": 1451.87, "smiles": "CN(C)CCCNC(=O)CCC1CCCCC1", "orbital_gap_ev": 9.49, "symbols": ["C", "N", "C", "H", "H", "H", "C", "C", "H", "H", "C", "N", "C", "O", "C", "C", "C", "C", "C", "C", "C", "C", "H", "H", "H", "H", "H", "H", "H", "H", "H", "H", "H", "H", "H", "H", "H", "H", "H", "H", "H", "H", "H", "H", "H"], "coordinates": [[4.005, -1.923, -0.881], [3.971, -0.706, -0.164], [5.268, -0.582, 0.342], [5.452, 0.425, 0.846], [5.830, -1.257, 0.812], [6.225, -0.433, -0.478], [3.289, -0.655, 1.060], [1.700, -0.701, 0.339], [1.210, 0.028, 0.983], [1.709, -0.201, -0.607], [0.874, -2.123, 0.592], [-0.389, -1.919, -0.075], [-1.496, -1.637, 0.594], [-1.553, -2.075, 2.012], [-2.820, -1.433, -0.084], [-3.118, 0.099, 0.457], [-2.129, 1.257, -0.120], [-2.440, 2.524, 0.527], [-1.598, 3.427, 0.032], [-1.331, 3.576, -1.329], [-0.985, 2.170, -2.126], [-1.997, 1.121, -1.445], [-1.872, 0.148, -1.983], [-3.000, 1.495, -1.842], [-1.057, 2.051, -3.298], [-0.129, 1.905, -1.687], [-0.511, 4.465, -1.804], [-2.399, 3.806, -1.842], [-1.621, 4.511, 0.572], [-0.494, 3.282, 0.526], [-2.613, 2.296, 1.548], [-3.455, 2.744, -0.021], [-1.230, 0.775, 0.311], [-3.263, 0.236, 1.363], [-4.109, 0.323, -0.142], [-2.843, -1.699, -0.930], [-3.657, -2.103, 0.258], [-0.499, -1.385, -0.725], [1.404, -2.766, -0.032], [0.845, -2.384, 1.679], [3.358, 0.217, 1.702], [3.348, -1.735, 1.813], [3.176, -2.042, -1.408], [4.333, -2.781, -0.393], [4.860, -2.028, -1.781]]}

---

{"formula": "C5H9IOS2", "method": "the ωB97M-V functional and the def2-TZVPD basis", "de_lowest_kj_mol": 90.53, "orbital_gap_ev": [7.44, 4.44], "symbols": ["C", "C", "C", "C", "C", "O", "S", "S", "I", "H", "H", "H", "H", "H", "H", "H", "H", "H"], "coordinates": [[0.417, 0.332, 0.547], [-1.565, -1.137, 0.074], [-0.169, -0.392, -1.771], [-0.096, -0.864, -0.237], [1.780, 0.751, 0.617], [-0.507, 1.157, 1.011], [2.801, -0.446, -0.139], [2.218, 2.202, 1.300], [-3.134, 2.910, 3.541], [-1.728, -2.000, -0.558], [-2.082, -0.179, 0.089], [-1.654, -1.539, 1.118], [0.909, -0.077, -2.004], [-0.285, -1.419, -2.299], [-1.029, 0.174, -2.077], [0.447, -1.743, -0.116], [3.782, 0.340, -0.489], [-0.104, 1.929, 1.393]]}

---

Number 1: DFT total energy -2759.9805 Eh. Number 2: DFT total energy -467.3907 Eh. Number 3: DFT total energy -460.0981 Eh. Number 4: DFT total energy -734.4665 Eh. Number 5: DFT total energy -1365.1289 Eh.